Record 1
C18H25N3O2 | ωB97M-V/def2-TZVPD

Properties
**HOMO level**: -0.3145 hartree
**Strongest force on any atom**: 0.049 Eh/bohr
**HOMO-LUMO gap**: 9.187 eV
**Energy relative to the best compared isomer or geometry (same formula, charge and spin)**: 211.7 kJ/mol
**LUMO level**: 0.628 eV
**Structure (SMILES)**: Cn1ncc2c1CCCN([C@H]1[C@@H]3C[C@@H]4C[C@H]1C[C@@](O)(C4)C3)C2=O

CARTESIAN COORDINATES (ANGSTROEM)
C: -4.7216 -2.5433 1.8749
N: -4.0842 -1.5939 0.8862
N: -4.6366 -1.4357 -0.3840
C: -3.8996 -0.4985 -0.9538
C: -2.8169 -0.1145 -0.0840
C: -2.9868 -0.7714 1.0968
C: -2.2115 -0.5320 2.3527
C: -1.8794 0.9801 2.5133
C: -0.5995 1.3479 1.7179
N: -0.6207 1.0613 0.2797
C: 0.6337 1.3342 -0.5443
C: 2.0416 1.3319 0.2092
C: 3.1094 1.8345 -0.7777
C: 3.2199 0.9131 -1.9913
C: 1.8816 0.8884 -2.7038
C: 0.7673 0.3691 -1.7679
C: 1.2087 -1.0476 -1.3002
C: 2.5370 -1.0597 -0.5792
O: 2.8173 -2.4437 -0.2218
C: 3.5567 -0.5226 -1.5581
C: 2.4620 -0.1170 0.6402
C: -1.8090 0.8690 -0.4017
O: -2.0236 1.5213 -1.4080
H: -4.8681 -3.5392 1.4004
H: -5.6915 -2.1743 2.2133
H: -4.1280 -2.6771 2.7828
H: -4.0400 -0.1781 -2.0066
H: -1.2873 -1.1248 2.3042
H: -2.7838 -0.8430 3.2011
H: -2.7289 1.5592 2.2287
H: -1.6830 1.1682 3.5772
H: 0.2574 0.9138 2.2435
H: -0.4922 2.4427 1.7579
H: 0.4706 2.3872 -0.8676
H: 2.0023 1.9718 1.0676
H: 2.8447 2.8821 -1.0601
H: 4.0464 1.9259 -0.2314
H: 3.9479 1.2211 -2.7059
H: 1.6126 1.8663 -3.0445
H: 1.9292 0.2093 -3.5704
H: -0.1456 0.3403 -2.3267
H: 1.2848 -1.7280 -2.1421
H: 0.4212 -1.4704 -0.6749
H: 3.7515 -2.5277 0.0560
H: 3.5758 -1.1926 -2.4381
H: 4.5549 -0.6203 -1.1722
H: 3.4386 -0.0744 1.1133
H: 1.7645 -0.5092 1.3997

Cartesian forces, eV/Å:
0.116 0.172 -1.102
-0.094 -0.281 0.958
0.772 0.276 1.255
0.808 -0.398 0.057
-0.673 0.082 0.150
-1.416 -1.087 -0.546
0.115 0.230 -0.523
1.305 -1.316 -0.202
-0.621 0.848 -0.085
1.412 -1.938 0.836
-0.366 0.875 0.193
-0.936 -1.720 -0.921
-0.399 1.076 0.130
-0.623 -0.582 0.570
-0.633 -0.768 0.199
1.428 0.068 0.829
-1.254 -0.004 0.162
-0.113 0.090 0.343
0.314 0.859 0.082
0.125 -0.447 -0.782
-0.647 0.152 0.076
0.169 1.241 -1.069
0.342 0.389 -1.016
0.184 0.802 0.209
0.013 0.126 -0.316
0.334 0.210 -0.442
-0.042 -0.299 1.082
-0.104 0.139 0.214
-0.318 -0.392 0.570
-0.572 0.511 -0.312
0.074 0.103 -0.291
-0.030 -0.151 -0.349
0.139 -0.022 0.493
0.408 -0.567 -0.353
0.002 0.402 0.526
0.171 -0.690 -0.142
0.245 -0.173 -0.006
0.825 0.546 -0.321
-0.094 0.739 -0.386
0.005 0.275 0.139
-0.579 -0.168 -0.136
0.012 -0.007 -0.364
0.019 -0.046 0.289
-0.686 0.249 -0.209
-0.228 0.290 0.162
0.667 0.285 0.572
0.295 0.075 0.144
0.126 -0.049 -0.366

---

Record 2
C5H8FNO | ωB97M-V/def2-TZVPD

Properties
**HOMO level**: -0.3486 hartree
**Strongest force on any atom**: 0.093 Eh/bohr
**HOMO-LUMO gap**: 10.485 eV
**Energy relative to the best compared isomer or geometry (same formula, charge and spin)**: 589.6 kJ/mol
**LUMO level**: 0.998 eV
**Structure (SMILES)**: C=C[C@H](CF)ON=C

CARTESIAN COORDINATES (ANGSTROEM)
C: -2.0017 -0.1959 0.4943
C: -1.2625 0.9288 0.3008
C: 0.1969 0.9412 0.3151
C: 0.8090 1.2785 -1.0220
F: 2.1206 1.4345 -1.0069
O: 0.5625 -0.3440 0.7356
N: 0.8618 -1.0911 -0.4456
C: 1.2557 -2.2383 -0.0010
H: -1.6013 -1.2510 0.5734
H: -3.0060 -0.0003 0.8748
H: -1.8169 2.0600 0.4170
H: 0.4998 1.4868 1.2717
H: 0.2817 2.3445 -1.1531
H: 0.4869 0.4064 -1.7952
H: 1.1753 -2.6396 1.1969
H: 1.4381 -3.1205 -0.7557

Cartesian forces, eV/Å:
0.612 1.006 0.720
-3.753 1.931 0.899
0.812 -0.352 1.635
-4.182 1.643 -1.199
2.020 0.023 0.070
1.422 -1.280 -1.462
1.021 -3.244 3.329
-0.998 -2.592 0.442
-0.432 1.632 -0.265
-0.059 -0.462 -0.710
1.492 -3.407 -0.514
-0.051 0.453 -1.744
1.187 -2.054 -0.757
0.613 2.847 1.630
0.416 1.679 -3.401
-0.121 2.177 1.329

---

Record 3
C27H22Br2N4O5Sc | ωB97M-V/def2-TZVPD

Properties
**HOMO level**: -0.1040 hartree
**Strongest force on any atom**: 0.031 Eh/bohr
**HOMO-LUMO gap**: 4.785 eV
**Energy relative to the best compared isomer or geometry (same formula, charge and spin)**: 64.4 kJ/mol
**LUMO level**: 1.954 eV
**Total charge**: -1

CARTESIAN COORDINATES (ANGSTROEM)
Sc: -0.0148 0.2130 -0.3037
O: -1.3404 0.8205 1.3569
C: -2.2715 0.1809 1.8379
C: -2.5980 -1.1917 1.5409
C: -3.8422 -1.6514 1.9774
C: -4.2555 -2.9122 1.6394
C: -3.4599 -3.7464 0.8353
C: -2.2335 -3.3233 0.4192
C: -1.7140 -2.0410 0.7890
O: -0.5275 -1.7011 0.4928
N: -5.5501 -3.3923 2.1083
O: -5.9330 -4.4780 1.7043
O: -6.2396 -2.6325 2.7677
H: -2.9415 0.6908 2.5492
H: -4.4869 -1.0138 2.5682
H: -3.8401 -4.7189 0.5572
H: -1.6068 -3.9436 -0.2071
Br: 0.5348 5.2504 -0.7400
C: 1.2572 4.1737 0.6256
C: 1.8708 4.8004 1.7220
C: 2.4127 4.0815 2.7460
Br: 3.2317 4.9913 4.1996
C: 2.3484 2.6660 2.7291
C: 2.8414 1.8177 3.7465
C: 2.6915 0.4656 3.6477
C: 2.0316 -0.0582 2.5173
N: 1.5823 0.6975 1.5532
C: 1.7293 2.0471 1.6230
C: 1.1802 2.7909 0.5002
O: 0.6581 2.1630 -0.4860
H: 1.9095 5.8813 1.7415
H: 3.3292 2.2588 4.6059
H: 3.0530 -0.1997 4.4199
H: 1.8600 -1.1260 2.4160
C: 4.3909 -3.1279 0.1646
C: 3.4717 -3.0093 -1.0494
C: 2.6598 -1.7936 -1.0007
N: 2.0193 -0.8465 -0.9580
H: 4.9743 -4.0454 0.1006
H: 3.8104 -3.1520 1.0857
H: 5.0767 -2.2837 0.2179
H: 2.7785 -3.8496 -1.1106
H: 4.0346 -2.9948 -1.9835
C: 0.4162 -0.3308 -4.4516
C: -0.7555 0.5979 -4.3224
C: -1.2377 1.2988 -5.4135
C: -2.3223 2.1664 -5.3038
C: -2.9078 2.3171 -4.0507
C: -2.4466 1.6384 -2.9330
C: -3.0944 1.8492 -1.5967
C: -1.3476 0.7398 -3.0317
N: -0.8866 0.0438 -1.9748
H: 0.7130 -0.4572 -5.4962
H: 0.1823 -1.3066 -4.0155
H: 1.2776 0.0391 -3.8848
H: -0.7529 1.1599 -6.3769
H: -2.6951 2.7084 -6.1639
H: -3.7506 2.9934 -3.9313
H: -3.9523 2.5209 -1.6812
H: -2.3973 2.2875 -0.8744
H: -3.4263 0.8987 -1.1637

Cartesian forces, eV/Å:
0.092 -0.593 -1.478
-0.257 0.139 0.138
0.051 -0.161 -0.115
-0.162 0.232 0.032
0.154 -0.026 0.005
-0.207 -0.237 0.338
0.116 -0.018 -0.031
0.083 -0.028 0.062
0.032 0.004 0.066
-0.058 -0.264 0.197
-0.176 0.563 -1.056
0.097 -0.218 0.350
0.082 -0.158 0.376
-0.008 -0.004 -0.002
0.006 -0.002 0.001
-0.004 0.007 0.002
-0.005 -0.010 0.003
-0.054 0.019 -0.091
0.186 0.095 0.107
-0.053 0.106 -0.116
-0.024 -0.214 -0.031
0.009 0.029 0.008
0.072 0.076 0.116
0.035 0.125 0.045
-0.094 -0.102 -0.154
0.099 -0.031 0.180
-0.153 0.236 -0.099
0.003 -0.148 0.015
0.000 -0.136 0.157
0.184 0.533 0.258
-0.005 -0.004 0.006
-0.001 -0.002 -0.004
0.003 0.004 0.005
-0.003 0.007 -0.006
0.025 -0.026 0.023
-0.122 0.099 -0.058
0.078 -0.042 -0.125
-0.061 -0.096 0.130
0.000 0.003 -0.002
-0.003 -0.003 -0.002
0.000 0.001 -0.008
0.010 -0.013 0.030
0.035 0.012 0.018
0.051 -0.020 0.033
0.078 -0.052 -0.072
-0.044 0.018 -0.005
0.054 -0.062 0.060
0.005 0.028 0.007
-0.164 0.117 -0.019
-0.015 0.010 0.076
0.168 -0.383 -0.034
-0.102 0.593 0.793
-0.014 0.013 0.001
-0.031 -0.011 -0.029
-0.010 0.029 -0.003
-0.007 0.007 -0.008
-0.003 0.006 -0.007
-0.002 0.003 -0.013
-0.015 -0.026 -0.012
0.047 -0.010 -0.038
0.001 -0.011 -0.019

---

Record 4
C12H11ClN4O4 | ωB97M-V/def2-TZVPD

Properties
**HOMO level**: -0.3399 hartree
**Strongest force on any atom**: 0.035 Eh/bohr
**HOMO-LUMO gap**: 8.557 eV
**LUMO level**: -0.691 eV
**Structure (SMILES)**: CC(C)c1onc(C(=O)Nc2cccnc2Cl)c1[N+](=O)[O-]

CARTESIAN COORDINATES (ANGSTROEM)
C: -4.1353 0.0369 0.2116
C: -2.7472 -0.3829 0.6848
C: -2.3656 -1.7686 0.1428
C: -1.7171 0.5936 0.2412
O: -1.9474 1.3824 -0.7961
N: -0.8670 2.1627 -1.0525
C: 0.0558 1.8667 -0.1851
C: 1.3478 2.6213 -0.0883
O: 1.3570 3.7912 0.2009
N: 2.4858 1.9094 -0.3048
C: 2.6253 0.5467 -0.5294
C: 1.7604 -0.1967 -1.3276
C: 1.9559 -1.5639 -1.4587
C: 3.0304 -2.1450 -0.8077
N: 3.8951 -1.4408 -0.0956
C: 3.7067 -0.1525 0.0378
Cl: 4.8772 0.7038 0.9597
C: -0.4299 0.8470 0.6946
N: 0.2486 0.2374 1.7722
O: 1.3734 0.6229 2.0146
O: -0.3338 -0.6438 2.3714
H: -4.3871 1.0257 0.5860
H: -4.1781 0.0585 -0.8742
H: -4.8751 -0.6700 0.5762
H: -2.7136 -0.4297 1.7783
H: -3.1200 -2.4895 0.4428
H: -2.3104 -1.7518 -0.9432
H: -1.4086 -2.0862 0.5484
H: 3.3375 2.3820 -0.0128
H: 0.9600 0.2948 -1.8593
H: 1.2907 -2.1563 -2.0660
H: 3.2288 -3.2053 -0.8620

Cartesian forces, eV/Å:
0.122 0.031 0.110
-0.221 -0.102 -0.180
0.037 0.114 0.172
1.075 -0.251 1.029
-0.499 -0.618 0.342
1.183 0.987 -0.468
-0.739 -0.416 0.582
0.012 0.096 -0.129
-0.083 0.101 0.008
0.636 0.342 -0.118
0.087 -0.634 -0.119
0.241 -0.019 0.016
0.058 0.091 0.130
-0.243 -0.092 -0.214
0.312 0.196 0.222
-0.528 -0.194 -0.304
0.263 0.281 0.238
-1.135 0.578 -1.253
0.064 -0.166 0.139
0.142 0.117 0.187
-0.127 -0.269 0.263
-0.099 0.091 -0.004
-0.073 0.003 -0.100
-0.067 -0.064 0.016
0.046 0.100 -0.176
-0.091 -0.113 0.004
-0.016 -0.021 -0.129
0.075 -0.056 -0.024
-0.291 0.062 -0.055
-0.023 0.014 -0.056
-0.052 -0.070 -0.059
-0.064 -0.117 -0.072

---

Question: HOMO level of number 4 (C12H11ClN4O4)?
Answer: -0.3399 hartree

---

Question: What is the LUMO level in the first record?
Answer: 0.628 eV

---

Question: Which of these has the highest HOMO-LUMO gap?
Answer: C5H8FNO